1.
Below is C20H54F3NaO10S8 as an isolated structure, with properties calculated with ωB97M-V with the def2-TZVPD basis set.

Geometry as XYZ:
```
96
Properties=species:S:1:pos:R:3:forces:R:3:mulliken_charge:R:1
Na -2.2188 -2.8921 0.8922 0.9180 0.9428 -0.0009 0.862
C -0.8424 0.2884 -0.2040 -1.4939 -2.1291 2.3485 1.182
O 0.0491 -0.4937 -0.9412 0.8466 0.1397 -0.8767 -0.456
O -1.5675 -0.5037 0.7384 1.1675 1.7111 -1.2364 -0.857
C -0.0994 1.5697 0.4008 1.2365 -1.1034 -0.9123 0.262
F 0.5408 2.2949 -0.5690 0.1869 -0.8510 -0.2263 -0.332
F -0.8399 2.4945 0.9611 -1.7206 0.4354 1.0192 -0.353
F 0.8388 1.2107 1.3120 -0.2825 0.0567 -0.3269 -0.272
C 1.1804 -1.1067 -0.3343 -0.5020 -0.6563 0.7044 0.470
C 1.7044 -2.1833 -1.2388 0.8818 0.6598 -1.4043 -0.586
H 2.3220 -1.6745 -1.9788 0.0196 -0.1104 -0.4283 0.247
H 2.4085 -2.8602 -0.7550 -0.3872 -0.1084 0.2312 0.169
H 0.9277 -2.7052 -1.7978 -0.0308 -0.1240 0.4067 -0.163
H 0.8952 -1.6197 0.5841 -0.2140 0.4905 0.4346 -0.084
H 1.9693 -0.3761 -0.1556 -0.0463 0.0583 0.2292 0.193
H -1.5092 0.6277 -0.9966 -0.2507 0.6992 -0.1248 -0.457
C -3.3226 -1.1456 -2.6022 -0.9598 0.9004 -0.5393 -0.311
S -4.5341 -1.4830 -4.0050 -1.1299 2.3889 0.6934 0.445
O -4.6764 -0.1615 -4.7731 0.4948 -1.8707 1.1762 -0.614
C -6.0573 -1.4577 -2.8034 0.8274 -0.8304 -0.4835 -0.880
H -2.5021 -0.4787 -2.8668 0.1272 -0.4824 -0.7091 0.398
H -2.9446 -2.0451 -2.1161 -0.3049 0.1191 0.0344 0.117
H -3.9694 -0.4933 -2.0155 0.2711 -0.4077 0.7957 -0.091
H -6.9356 -1.8316 -3.3296 0.1573 0.2419 -0.2305 0.369
H -6.2455 -0.4803 -2.3592 0.3056 0.2459 -0.5315 0.246
H -5.8908 -2.1363 -1.9669 0.2863 -0.2222 -0.0808 0.316
C 4.0833 5.3357 3.1054 -1.1154 -0.1546 -0.4208 -0.956
S 2.7894 5.0353 1.7965 1.5589 1.1586 -1.1732 0.561
O 3.1501 5.9796 0.6443 -0.5963 -1.0526 1.4040 -0.668
C 3.4153 3.4014 1.2970 0.1025 0.1795 0.0543 -0.850
H 3.7816 6.1995 3.6979 0.0201 0.0627 -0.2385 0.345
H 5.0174 5.5186 2.5742 -0.0344 -0.1721 0.1323 0.305
H 4.0726 4.4682 3.7653 0.3062 -0.0578 -0.0930 0.328
H 4.5014 3.3533 1.3760 -0.0305 0.0563 0.3129 0.503
H 3.1994 3.2429 0.2404 -0.4658 0.1241 0.1390 0.269
H 2.9073 2.6758 1.9322 0.2028 -0.1778 -0.1166 0.174
C 7.3134 1.5986 -4.3500 -1.4620 0.5282 -0.9523 -0.936
S 6.0396 0.1753 -4.6170 2.1932 0.9233 3.2906 0.465
O 6.7535 -0.9772 -3.9648 -0.7638 0.0454 -1.0130 -0.595
C 4.8531 0.7037 -3.2766 -1.0169 0.1024 -0.4281 -0.918
H 6.7804 2.5171 -4.5960 -0.2564 0.1200 -0.1608 0.334
H 8.1095 1.5534 -5.0931 -0.0148 -0.5696 0.1605 0.337
H 7.6955 1.7875 -3.3468 -0.1450 -0.9448 0.1120 0.315
H 5.1488 0.6080 -2.2319 0.9575 -0.0996 -0.3198 0.354
H 3.9833 0.0513 -3.3535 0.0823 -0.3532 -0.3132 0.208
H 4.4121 1.6929 -3.3995 0.3991 0.2523 -0.3546 0.425
C -5.2076 0.9006 1.0548 0.1579 -1.0815 0.9709 -0.789
S -5.0319 1.7330 2.7289 -2.8765 -0.4693 -1.7425 0.533
O -6.4419 2.3294 2.8663 2.3816 -0.4421 0.1351 -0.652
C -3.9362 3.0022 2.1328 0.0706 0.7003 0.2800 -0.261
H -4.3962 0.2112 0.8214 0.9534 0.8180 -0.2317 0.201
H -5.4731 1.6422 0.3015 0.1730 -0.0351 0.1121 0.138
H -5.9825 0.1365 1.1163 -0.7271 0.5954 0.4223 0.505
H -4.4337 3.5678 1.3450 -0.1723 -0.0078 -0.0483 0.184
H -2.9722 2.6256 1.7907 -0.0949 -0.2600 0.1942 -0.161
H -3.8102 3.6586 2.9939 0.2314 0.1483 -0.1063 0.411
C 0.6527 -6.2110 -1.3057 0.0486 0.5424 0.3727 -0.872
S -0.8911 -5.3414 -0.6993 1.6538 -0.8410 -0.6072 0.417
O -0.3271 -4.1437 0.0706 -1.3363 -0.5009 -0.9922 -0.451
C -1.5893 -4.8718 -2.3622 0.1293 0.6265 0.5313 -0.904
H 1.2508 -6.4878 -0.4375 -0.3639 0.1096 0.2860 0.268
H 1.2488 -5.4792 -1.8509 -0.2201 0.1295 -0.1308 0.275
H 0.5375 -7.1164 -1.9017 -0.6442 0.1947 -0.0238 0.396
H -1.5070 -5.6212 -3.1494 0.1276 -0.3850 0.4741 0.445
H -1.1374 -3.9622 -2.7580 0.2077 0.0814 0.2818 0.278
H -2.6432 -4.6827 -2.1585 -0.0463 -0.0164 -0.1394 0.278
C 3.8162 -4.6451 4.1081 -0.1799 -0.1890 0.1216 -0.806
S 2.8357 -5.6185 2.8642 -2.7555 2.7901 0.9902 0.429
O 1.3537 -5.5518 3.3854 3.0144 -0.4021 -1.1179 -0.601
C 2.9550 -4.2398 1.5986 -0.1378 0.3719 -0.3157 -0.669
H 4.6392 -4.0745 3.6776 0.3940 -0.8078 -0.2579 0.377
H 4.0972 -5.3461 4.8941 0.2823 0.1709 -0.1052 0.348
H 3.2400 -3.8369 4.5585 -0.7883 -0.3793 -0.1472 0.167
H 3.3050 -3.2845 1.9897 0.4734 -0.3072 0.5341 0.458
H 1.9964 -3.9108 1.1974 -0.4837 -0.9630 0.1465 -0.131
H 3.5850 -4.5004 0.7481 0.1241 -0.2813 0.1559 0.411
C 0.7427 -1.1306 4.3559 0.0078 -0.5943 -0.6687 -0.714
S -0.2525 -0.0058 5.3608 2.2650 2.3537 -0.1241 0.416
O 0.7289 1.1220 5.7654 -1.5997 -1.7985 -0.2157 -0.630
C -1.1365 0.7359 3.9778 0.3835 -0.6924 -1.2380 -0.248
H 1.4727 -1.6713 4.9583 -0.4765 -0.0900 0.3491 0.335
H 1.3336 -0.7110 3.5417 -0.1837 0.9576 0.1936 0.192
H 0.0608 -1.7971 3.8279 -0.0689 -0.4406 0.3777 0.273
H -0.3816 1.0231 3.2458 0.3402 0.9350 0.6281 -0.150
H -1.8165 1.5359 4.2705 0.2148 -0.2030 0.1091 0.373
H -1.5697 0.0041 3.2959 -0.9190 -0.4247 0.5498 0.141
C -2.9803 5.7457 -2.2834 -0.1240 0.3253 0.3301 -0.828
S -4.4572 4.7681 -1.7116 0.6265 0.1912 -2.1382 0.750
O -5.5904 4.9000 -2.7485 1.6552 -0.2380 1.5716 -0.293
C -3.6894 3.1278 -1.8548 -1.6742 -0.3884 -0.2543 -0.796
H -2.0788 5.1346 -2.2399 -0.3226 -0.4735 0.2417 0.298
H -2.8120 6.5869 -1.6110 -0.3661 0.1480 -0.2649 0.385
H -3.1298 6.0144 -3.3292 -0.3628 0.2202 0.1719 0.378
H -3.3710 3.0249 -2.8922 0.5098 0.2197 0.1379 0.599
H -4.5372 2.4483 -1.7680 0.1215 -0.2379 0.3636 0.181
H -2.9555 2.9837 -1.0619 0.0518 0.1554 -0.1464 0.297
```
Forces are in eV/Å.

- E: -141323.2965 eV
- Largest force on an atom: 4.06 eV/A
- Multiplicity: 2
- HOMO level (alpha / beta): -10.4 / -10.4 eV
- Total charge: +1

2.
Below is a 12-piece molecular cluster, C20H54N17O23 overall, with properties calculated with ωB97M-V with the def2-TZVPD basis set.

Geometry as XYZ:
```
114
Properties=species:S:1:pos:R:3:forces:R:3:mulliken_charge:R:1
N -2.0761 7.2080 1.3893 0.1057 0.0328 -0.1450 -0.677
C -1.7646 7.1721 0.1559 -0.0226 -0.0295 0.0832 0.285
N -2.6252 7.2453 -0.9763 -0.3011 0.2000 0.3793 -0.556
N -0.4442 7.0799 -0.2407 -0.0466 -0.8066 -0.0382 -0.116
C 0.4407 6.1808 0.4914 0.4465 0.6201 -0.1127 -1.073
C 0.3612 4.7214 0.0784 -0.2109 0.0150 0.2038 -0.747
C -0.6609 3.9594 0.9044 -0.1619 0.1823 -0.5030 -0.003
C -0.6473 2.5011 0.5338 0.4394 -0.1286 0.4697 -0.995
N -1.6675 1.6498 1.2232 -0.8293 0.2544 0.3925 0.893
C -2.7171 2.3072 2.0601 0.0481 0.2566 0.0921 -0.828
C -2.2184 2.6569 3.4366 0.7787 0.0091 -0.8838 -0.054
C -1.5860 1.6310 4.2336 -0.5409 -0.2096 0.7679 -0.567
O -2.8911 2.1304 4.5406 -0.7737 0.3099 0.2431 -0.520
C -2.2843 0.8931 0.2447 -0.5704 -0.5266 -0.3468 -0.678
N -2.1145 -0.4052 0.3045 1.2665 0.9783 0.2657 0.262
N -3.1148 1.4196 -0.7308 0.7989 -0.0149 0.0122 -0.138
H -3.0782 7.2681 1.5182 -0.1178 -0.0094 0.0009 0.208
H -2.8249 6.3107 -1.3117 0.1625 -0.0289 -0.2512 0.235
H -3.5113 7.6506 -0.7070 -0.1120 0.1008 -0.0328 0.296
H -0.3726 6.9660 -1.2402 0.0263 0.1536 -0.1162 0.291
H 0.2324 6.2965 1.5439 -0.1411 0.0704 0.3210 0.437
H 1.4557 6.5283 0.3460 0.2700 0.1516 -0.1004 0.393
H 1.3389 4.2677 0.1907 0.2907 -0.1661 -0.0061 0.455
H 0.0868 4.6642 -0.9719 0.1038 -0.0790 -0.3002 0.398
H -0.4460 4.1236 1.9516 -0.0186 -0.1061 0.3105 0.172
H -1.6300 4.3880 0.6819 -0.3455 0.1475 0.1694 0.298
H -0.7302 2.4253 -0.5473 -0.2517 -0.0395 -0.3108 0.427
H 0.3234 2.0814 0.7690 0.2338 -0.2126 0.1134 0.073
H -3.5120 1.5868 2.2108 -0.2523 -0.2587 -0.0983 0.549
H -3.1529 3.1932 1.6091 -0.0838 0.0396 -0.3450 0.369
H -1.8272 3.6516 3.5393 -0.1258 0.4947 0.2325 0.663
H -0.8762 1.9460 4.9753 0.5381 -0.3248 0.0564 0.361
H -1.6727 0.6053 3.9246 0.6615 -0.3181 -0.1749 0.117
H -1.5921 -0.7250 1.1254 0.2120 -0.1506 -0.2348 0.236
H -1.8553 -0.8859 -0.5515 -1.2716 -0.4615 -0.1557 0.336
H -4.1038 1.4492 -0.5410 -0.1850 -0.3919 -0.0846 -0.001
H -2.7586 1.7987 -1.5859 0.0523 0.3728 0.0277 0.203
C 1.4402 -2.8816 -0.0304 -0.0347 -0.1772 -0.0550 -0.655
N 0.7007 -1.8961 0.7981 0.1956 -0.1869 0.1427 0.953
O -0.3554 -2.2455 1.2976 -0.0670 0.0169 0.1178 -0.619
O 1.1732 -0.7882 0.9309 -0.0802 0.1968 -0.0746 -0.455
H 0.8795 -3.8081 -0.0478 -0.0804 0.0355 0.0458 0.192
H 1.5086 -2.4424 -1.0213 0.1201 -0.0157 -0.0444 0.318
H 2.4259 -3.0064 0.4075 0.0525 0.1329 -0.0338 0.257
C 4.3274 0.7908 1.4094 -0.0113 0.1773 0.0705 -0.552
N 4.6664 -0.6527 1.4314 -0.1958 -0.1117 -0.1202 0.942
O 5.3553 -1.0650 2.3371 0.1511 -0.0214 0.0531 -0.553
O 4.2190 -1.3386 0.5314 0.0313 0.0229 0.0372 -0.467
H 4.7767 1.2598 2.2760 0.0251 -0.0437 0.0427 0.320
H 4.7319 1.1894 0.4859 -0.0452 -0.0089 -0.0729 0.296
H 3.2443 0.8684 1.4305 -0.0134 -0.0623 -0.0738 0.063
C 4.0139 -2.9518 -3.4902 0.0762 -0.2759 0.0228 -0.653
N 2.6353 -2.4418 -3.6808 -0.1133 0.1330 -0.1456 0.925
O 1.6944 -3.2027 -3.5974 -0.0006 -0.2720 0.2209 -0.533
O 2.5251 -1.2588 -3.9232 0.0526 0.3623 0.0076 -0.545
H 3.9715 -4.0136 -3.2823 -0.0986 -0.0289 0.0045 0.304
H 4.5425 -2.7482 -4.4169 0.0985 0.0511 0.0513 0.275
H 4.4496 -2.3994 -2.6611 0.0150 0.0795 -0.0791 0.243
C -3.8070 -4.0849 -0.5803 0.0646 0.1106 0.0532 -0.609
N -2.6111 -4.9716 -0.5589 0.1378 -0.2187 0.0424 0.984
O -1.5441 -4.5165 -0.1926 -0.1168 0.3128 -0.0582 -0.534
O -2.7811 -6.1154 -0.9056 -0.1882 -0.1243 -0.1089 -0.537
H -3.5151 -3.1007 -0.2374 0.0292 0.0234 0.0237 0.052
H -4.1738 -4.0630 -1.6014 -0.0295 -0.0508 -0.0125 0.315
H -4.5466 -4.5275 0.0788 -0.0287 -0.0541 -0.0269 0.320
C 8.1066 -0.3847 0.2762 0.0874 -0.0585 -0.0174 -0.711
N 7.4965 0.0056 -1.0252 0.0008 -0.0372 0.1486 0.874
O 8.1797 -0.0585 -2.0149 0.0582 0.0036 -0.1887 -0.511
O 6.3308 0.3634 -1.0004 -0.0230 0.0333 0.0200 -0.530
H 9.1325 -0.6767 0.0929 0.0226 0.0040 -0.0255 0.314
H 8.0483 0.4782 0.9320 -0.0497 0.0001 0.0322 0.283
H 7.5212 -1.2074 0.6767 -0.0420 0.0314 0.0313 0.255
C -7.7760 -0.0013 -0.6130 -0.0560 0.0865 0.1031 -0.808
N -6.3769 0.3713 -0.2842 0.2097 0.1326 0.1157 0.895
O -6.1706 1.3585 0.3951 -0.1319 0.1722 0.0254 -0.554
O -5.4774 -0.3156 -0.7232 -0.1642 -0.4259 -0.1758 -0.493
H -8.4340 0.7202 -0.1471 0.0046 0.0320 0.0290 0.324
H -7.8636 0.0107 -1.6952 0.0304 -0.0638 -0.0070 0.311
H -7.9375 -0.9992 -0.2222 0.0041 -0.1003 -0.0145 0.302
C 4.6199 0.7357 -6.4510 0.0449 -0.0363 0.0129 -0.723
N 4.4733 -0.7391 -6.5758 0.0569 -0.2605 0.0457 0.921
O 5.3063 -1.4544 -6.0458 -0.0168 0.2650 0.0019 -0.575
O 3.5214 -1.1451 -7.1996 -0.1465 0.0291 -0.0650 -0.500
H 5.5045 0.9397 -5.8685 0.1442 0.0111 0.0802 0.316
H 4.6956 1.1363 -7.4571 -0.0511 0.0046 -0.0065 0.295
H 3.7236 1.0999 -5.9594 -0.0418 -0.0078 -0.0414 0.266
C -0.6215 -8.2172 -0.9885 0.0260 0.1426 0.0219 -0.622
N 0.5928 -9.0734 -0.9187 -0.0739 0.0405 0.0228 0.956
O 1.6268 -8.5669 -0.5293 0.0925 0.0788 0.0637 -0.542
O 0.4712 -10.2355 -1.2359 -0.0391 -0.1325 -0.0101 -0.546
H -0.3542 -7.2231 -0.6599 0.0386 0.0168 0.0379 0.174
H -0.9755 -8.2111 -2.0141 0.0170 -0.1158 -0.0280 0.297
H -1.3593 -8.6599 -0.3285 -0.0487 -0.0206 -0.0279 0.279
C 1.7837 9.8675 -0.7285 -0.1023 0.1289 0.0559 -0.634
N 2.9612 10.3452 -1.5045 -0.0474 -0.0638 0.0499 0.875
O 3.0936 11.5353 -1.6665 0.0003 0.1229 -0.0095 -0.523
O 3.7108 9.4882 -1.9246 0.0748 -0.1101 -0.0450 -0.539
H 1.2016 10.7248 -0.4156 0.0170 0.0518 -0.0152 0.324
H 1.2104 9.2187 -1.3809 0.0083 -0.0652 0.0130 0.249
H 2.1606 9.3142 0.1253 0.0170 -0.0640 -0.0193 0.250
C -4.7378 -0.7516 4.2962 0.1173 0.0293 -0.0343 -0.592
N -6.1537 -1.1826 4.1513 0.1269 0.0175 -0.0334 0.989
O -6.5524 -1.4432 3.0339 -0.0421 -0.0032 -0.4171 -0.565
O -6.8119 -1.2529 5.1555 -0.1418 0.0176 0.3083 -0.551
H -4.2893 -0.7457 3.3091 -0.0172 -0.0179 -0.0171 0.079
H -4.7270 0.2381 4.7438 -0.0184 -0.0197 0.0518 0.309
H -4.2513 -1.4709 4.9479 -0.0011 0.0285 0.0664 0.328
C 0.9029 -10.3671 2.6732 0.0119 -0.1173 -0.0106 -0.681
N -0.5085 -10.0260 2.3448 0.0642 -0.0079 -0.0386 0.883
O -1.3198 -10.9187 2.2964 -0.0675 -0.1172 0.0243 -0.528
O -0.7527 -8.8526 2.1320 0.0286 0.1435 -0.0284 -0.506
H 0.9633 -11.4364 2.8285 -0.0224 -0.0293 -0.0030 0.303
H 1.5142 -10.0485 1.8333 0.0084 0.0592 0.0011 0.252
H 1.1670 -9.8151 3.5692 0.0146 0.0629 -0.0150 0.282
```
Forces are in eV/Å.

- E: -94001.3000 eV
- Largest force on an atom: 1.62 eV/A
- HOMO level: -11.6 eV
- Total charge: +1